# 1
Entry from the OMol25 dataset: a molecular structure, C46H37ClIrN2OP2 at a distorted geometry (wB97M-V/def2-TZVPD).

Values from the calculation:
Charge: +4
Kohn-Sham gap (spin up / spin down) (Ha): 0.2770 / 0.1302
Multiplicity: 6
HOMO energy (spin up / spin down) (eV): -17.802 / -18.315
Lowest unoccupied orbital energy (spin up / spin down) (eV): -10.263 / -14.771

The geometry in XYZ format:
```
90
Properties=species:S:1:pos:R:3:forces:R:3:mulliken_charge:R:1
Ir -0.253600 -0.374500 0.363200 0.739 -0.295 0.833 3.30
C -0.096300 -0.291200 4.906900 0.062 0.013 -0.202 -0.97
C 1.248800 -0.100500 5.178100 -0.163 -0.028 -0.109 -0.55
C 2.142700 -0.039600 4.120700 -0.037 -0.009 -0.456 -0.92
C 1.676300 -0.159300 2.810700 -0.102 0.039 0.711 0.67
N 0.360500 -0.299600 2.568300 -0.066 0.110 -0.812 -0.11
C -0.492400 -0.375000 3.580900 -0.187 0.007 0.620 -0.07
C 2.566100 -0.230400 1.637700 0.589 -0.009 -0.319 0.63
C 3.946400 -0.042200 1.704700 -0.378 -0.013 0.076 -0.84
C 4.722500 -0.240200 0.573700 -0.164 -0.067 -0.135 -0.62
C 4.109700 -0.635800 -0.606500 -0.146 0.004 0.115 -0.92
C 2.731900 -0.774000 -0.613800 0.477 -0.100 -0.418 -0.14
N 1.986800 -0.563900 0.466900 -0.784 0.149 -0.026 0.16
H -0.826200 -0.375000 5.695800 -0.066 0.004 0.065 0.46
H 1.599500 -0.017900 6.195800 0.046 0.001 0.069 0.49
H 3.193700 0.084200 4.324200 0.089 -0.035 -0.019 0.39
H -1.534500 -0.521200 3.339800 -0.105 -0.008 -0.086 0.50
H 4.417200 0.252800 2.629800 -0.001 -0.027 0.038 0.44
H 5.791500 -0.106100 0.613900 0.137 0.021 0.048 0.50
H 4.680100 -0.840600 -1.499700 0.025 -0.002 -0.039 0.51
H 2.215200 -1.084300 -1.514200 -0.057 0.061 0.034 0.55
Cl -0.724100 -0.297700 -2.398400 0.266 0.486 -0.487 0.23
C -1.283600 -1.870100 -2.863300 -0.282 -0.684 -0.093 0.28
C -1.229100 -2.256100 -4.188200 0.075 0.106 0.064 -0.67
C -1.624900 -3.543100 -4.528000 -0.025 -0.100 0.180 -0.73
C -2.075900 -4.420400 -3.550000 0.041 -0.031 -0.006 -0.85
C -2.163200 -4.012600 -2.228600 -0.050 0.019 -0.036 -0.59
C -1.768800 -2.724900 -1.867000 0.026 0.481 0.202 -0.01
P -1.903400 -2.075500 -0.177100 0.603 -0.552 0.169 0.45
C -3.384100 -1.020400 -0.220900 1.131 0.333 1.366 0.70
C -3.440900 0.040400 0.682600 0.189 0.160 0.033 -0.46
C -4.591100 0.800700 0.781800 1.681 0.198 1.033 -0.54
C -5.673900 0.519700 -0.042400 -1.331 -0.383 -1.155 -0.50
C -5.601100 -0.503000 -0.974300 -0.180 -0.375 -0.363 -1.04
C -4.458900 -1.277300 -1.072700 -1.621 0.182 -0.839 -0.13
C -2.346800 -3.524100 0.833000 0.246 0.449 0.216 0.34
C -3.637400 -3.681400 1.337500 0.110 -0.221 -0.378 -0.41
C -4.000400 -4.898900 1.895600 -0.035 0.062 0.137 -0.73
C -3.063700 -5.916800 2.032000 -0.105 0.041 -0.029 -0.60
C -1.763500 -5.741300 1.574300 0.006 0.172 0.151 -0.69
C -1.391800 -4.534800 1.003900 -0.109 0.227 -0.226 -0.30
H -0.878800 -1.577600 -4.948200 0.113 0.117 -0.073 0.57
H -1.563900 -3.870600 -5.554800 -0.009 0.027 -0.096 0.44
H -2.352100 -5.430600 -3.814400 -0.057 -0.029 -0.033 0.49
H -2.533900 -4.699200 -1.482700 -0.020 -0.040 0.093 0.49
H -2.578700 0.254800 1.315600 -0.270 -0.017 -0.009 -0.03
H -4.660600 1.593100 1.512400 -0.023 0.043 0.092 0.53
H -6.575900 1.104500 0.048300 -0.154 0.065 -0.019 0.53
H -6.441100 -0.716000 -1.616200 -0.127 0.023 -0.050 0.54
H -4.405000 -2.082800 -1.789500 0.001 -0.125 -0.095 0.64
H -4.363000 -2.885200 1.262900 -0.169 0.036 -0.028 0.44
H -5.025100 -5.049000 2.207200 0.041 -0.019 0.164 0.46
H -3.344700 -6.842100 2.515500 -0.043 -0.071 -0.113 0.45
H -1.037900 -6.535000 1.671500 0.055 -0.022 0.081 0.47
H -0.369000 -4.379700 0.687200 0.069 -0.068 -0.152 0.41
O -0.499100 1.835500 -0.243400 0.287 -0.575 0.540 -1.13
P -0.885600 2.917600 -1.211200 -0.248 0.045 -0.932 0.03
C -0.473700 4.559000 -0.499000 -0.695 -1.363 -0.739 0.83
C -1.277500 5.671500 -0.723800 -0.361 1.697 0.080 -0.13
C -0.974600 6.861200 -0.080500 -1.249 -0.716 -1.190 -0.78
C 0.177600 6.949800 0.687900 0.475 0.801 0.446 -0.51
C 0.991500 5.841300 0.892200 0.562 -1.531 -0.124 -0.70
C 0.683100 4.644000 0.271100 1.197 0.849 1.086 -0.38
C 0.143800 2.948100 -2.720100 -0.798 0.288 1.220 1.05
C 1.396400 2.342100 -2.692500 0.419 -0.292 -0.243 -0.50
C 2.147700 2.309700 -3.855900 0.071 -0.057 0.454 -0.66
C 1.670900 2.926600 -5.008900 0.197 0.060 -0.223 -0.71
C 0.434100 3.554200 -5.023400 -0.273 0.287 0.199 -0.87
C -0.314400 3.605800 -3.860200 0.024 0.147 -0.586 -0.34
C -2.636900 2.918600 -1.684000 0.642 0.141 0.237 1.05
C -3.058300 2.431600 -2.919000 0.103 -0.016 -0.011 -0.42
C -4.374000 2.617600 -3.318800 -0.071 -0.074 -0.076 -1.03
C -5.271700 3.267000 -2.484700 0.137 -0.035 -0.118 -0.63
C -4.867700 3.699400 -1.227800 -0.100 -0.106 0.180 -1.15
C -3.556300 3.507900 -0.817400 0.103 -0.086 0.040 -0.47
H -2.146000 5.622600 -1.365400 0.014 -0.026 -0.011 0.54
H -1.618600 7.717900 -0.216500 0.008 0.088 0.048 0.49
H 0.473400 7.912300 1.087800 -0.007 0.010 0.080 0.46
H 1.872800 5.911100 1.512900 0.025 0.078 0.035 0.49
H 1.307600 3.774500 0.414500 0.065 -0.041 0.003 0.43
H 1.755400 1.878100 -1.782700 0.045 -0.066 0.007 0.34
H 3.113500 1.822200 -3.864600 0.012 0.041 -0.003 0.53
H 2.293700 2.965600 -5.893600 -0.033 -0.146 -0.032 0.47
H 0.068700 4.036000 -5.920000 0.055 0.020 -0.011 0.50
H -1.246600 4.147900 -3.847900 -0.139 0.025 -0.051 0.56
H -2.354800 1.932600 -3.572200 -0.041 0.062 -0.099 0.64
H -4.683800 2.292600 -4.301700 -0.051 -0.071 -0.022 0.54
H -6.278000 3.455600 -2.820200 -0.172 0.027 -0.052 0.53
H -5.565800 4.217500 -0.588600 -0.087 0.031 0.120 0.57
H -3.233100 3.828700 0.164800 -0.068 0.196 0.056 0.67
```
Positions in Å, forces in eV/Å.


# 2
Entry from the OMol25 dataset: a molecular structure, C46H37F4N9O3Ti at a distorted geometry (wB97M-V/def2-TZVPD).

Values from the calculation:
Charge: +1
Kohn-Sham gap (spin up / spin down) (Ha): 0.2406 / 0.2335
Multiplicity: 2
HOMO energy (spin up / spin down) (eV): -9.795 / -9.816
Lowest unoccupied orbital energy (spin up / spin down) (eV): -3.247 / -3.462

The geometry in XYZ format:
```
100
Properties=species:S:1:pos:R:3:forces:R:3:mulliken_charge:R:1
Ti -0.014464 -0.289019 0.084947 0.880 1.119 1.074 -1.04
C 0.585655 -3.116835 -1.267615 0.089 0.072 0.091 -1.17
N 0.909637 -2.363669 -0.040311 0.091 -0.245 -0.005 0.68
C 0.625257 -3.236829 1.115948 0.031 0.052 -0.064 -1.14
C 2.358603 -2.036384 -0.069617 -0.039 0.144 0.239 -1.11
C 2.721121 -1.105671 1.078192 -0.200 0.082 0.047 -1.20
N 1.674763 -0.088937 1.220259 0.099 -0.050 0.598 1.03
C 1.820030 0.888500 2.170473 0.041 -0.228 -0.347 -0.68
C 0.846169 1.890389 2.195354 -0.157 -0.010 -0.037 0.53
F -0.137589 1.774318 1.244945 -0.018 -0.058 0.070 0.20
C 0.771199 2.897910 3.118690 -0.025 0.130 -0.009 -0.19
F -0.245451 3.765259 3.051217 0.023 0.001 0.001 -0.30
C 1.731789 3.007116 4.103580 0.009 0.096 0.106 -0.52
C 2.729025 2.053979 4.099073 0.080 0.025 0.073 0.09
F 3.683966 2.098969 5.032486 -0.017 0.014 -0.018 -0.31
C 2.786098 1.025952 3.173851 0.132 -0.070 0.068 0.46
F 3.791503 0.138842 3.288632 0.038 -0.028 0.002 -0.33
H 1.235642 -3.991040 -1.355335 0.035 -0.050 0.001 0.44
H 0.735975 -2.479123 -2.135162 0.005 0.054 -0.039 0.19
H -0.446170 -3.458655 -1.237488 -0.055 -0.003 0.016 0.34
H 1.214291 -4.156284 1.049459 0.017 -0.027 -0.012 0.38
H -0.430729 -3.502650 1.128490 -0.032 0.005 -0.008 0.30
H 0.871633 -2.729930 2.044157 0.009 0.034 0.022 0.30
H 2.559382 -1.553174 -1.017121 -0.017 0.055 -0.124 0.41
H 2.949164 -2.955556 -0.014415 0.011 -0.074 0.015 0.52
H 3.688948 -0.654802 0.856169 0.090 0.020 0.004 0.59
H 2.846880 -1.682427 1.997487 0.028 -0.020 0.053 0.46
H 1.705792 3.795916 4.841788 0.007 -0.036 -0.036 0.53
C -11.516679 -7.306271 2.806381 0.072 -0.006 0.059 -0.85
O -10.549939 -6.836868 3.740557 -0.155 0.005 -0.048 -0.46
C -9.509552 -6.127398 3.266189 0.037 -0.011 -0.040 0.93
C -8.640554 -5.596386 4.223935 0.010 -0.011 0.070 -0.64
C -7.544914 -4.863974 3.834067 0.061 0.042 0.032 -0.46
C -7.283188 -4.638166 2.478197 0.123 0.082 -0.004 0.34
C -8.150425 -5.170521 1.535252 -0.056 -0.024 -0.095 -0.74
C -9.261452 -5.911882 1.913509 0.049 0.027 -0.045 -0.70
C -6.103251 -3.855412 2.099811 -0.033 -0.045 0.099 0.25
N -5.226411 -3.341639 2.936210 0.022 0.058 -0.046 -0.87
C -4.303393 -2.711071 2.146427 0.080 0.044 0.404 1.33
C -4.612987 -2.839023 0.818720 -0.102 -0.094 -0.212 -0.12
N -5.771114 -3.578316 0.800474 -0.061 0.042 -0.189 -0.08
C -3.798188 -2.318282 -0.228727 -0.182 -0.082 -0.016 0.44
C -4.068073 -2.398687 -1.603677 -0.166 -0.124 0.226 -0.89
C -3.170902 -1.871119 -2.491161 0.122 0.097 -0.005 -1.03
C -2.009622 -1.275552 -2.009265 0.116 0.050 -0.176 -0.78
N -1.735181 -1.177529 -0.718810 -0.981 -0.587 -0.230 1.45
C -2.618307 -1.670325 0.172611 -0.048 -0.015 0.287 -0.38
C -2.290218 -1.493793 1.576240 -0.052 0.014 -0.213 0.23
N -1.133722 -0.836129 1.857889 -0.779 -0.541 0.541 0.70
C -0.801802 -0.718097 3.135723 0.098 0.085 0.028 -0.13
C -1.587299 -1.195057 4.187586 0.120 0.104 0.083 -1.12
C -2.761630 -1.837227 3.910735 -0.171 -0.127 -0.037 -0.90
C -3.125544 -2.007157 2.567878 -0.210 -0.174 0.082 0.19
H -12.309735 -7.754714 3.394452 -0.006 -0.015 0.034 0.25
H -11.088078 -8.060303 2.143549 0.019 -0.002 -0.012 0.34
H -11.924315 -6.484098 2.215393 -0.004 0.019 0.013 0.35
H -8.853707 -5.776655 5.270547 0.015 0.011 -0.061 0.43
H -6.868828 -4.450631 4.572040 -0.043 -0.024 -0.030 0.48
H -7.978985 -5.024277 0.472617 -0.039 -0.022 0.074 0.20
H -9.915458 -6.317790 1.155659 0.033 0.021 0.010 0.41
H -6.300434 -3.850985 -0.008132 0.001 -0.016 0.005 0.20
H -4.980051 -2.864848 -1.959985 0.045 -0.001 0.032 0.52
H -3.351161 -1.906968 -3.557208 0.164 0.135 0.842 -0.09
H -1.279713 -0.855033 -2.689058 0.030 0.027 -0.038 0.26
H 0.135506 -0.228212 3.352854 0.014 0.014 -0.026 0.54
H -1.247423 -1.047746 5.203809 -0.009 -0.001 -0.033 0.54
H -3.408298 -2.227010 4.687999 0.044 0.013 -0.047 0.60
C -4.111465 -1.966302 -5.844780 -0.014 0.121 -0.229 -0.36
O -4.596469 -0.640578 -5.969883 -0.040 -0.241 0.136 -0.45
C -3.693545 0.368788 -5.930140 0.135 0.066 -0.004 0.73
C -4.201379 1.646611 -6.147039 -0.115 0.085 -0.026 -0.76
C -3.353712 2.733788 -6.145406 -0.067 0.092 0.045 -0.20
C -1.997517 2.582336 -5.868950 -0.099 0.074 -0.248 -0.59
C -1.490286 1.306015 -5.667841 -0.014 -0.323 -0.377 -0.43
C -2.328329 0.195551 -5.715069 0.049 0.123 0.042 0.06
N -1.216338 3.794124 -5.938698 -0.027 -0.339 -0.050 -0.30
N -0.208921 3.947662 -5.236838 -0.015 -0.077 0.094 -0.68
C 0.114658 2.970383 -4.235369 0.193 0.362 0.294 -0.05
C 1.337592 2.368158 -4.242320 0.216 0.013 0.014 -0.49
C 1.678244 1.372646 -3.296415 0.266 0.052 -0.312 -0.80
C 0.800411 1.045102 -2.307668 -0.218 -0.487 0.236 0.73
O 0.965738 0.049689 -1.421742 0.817 0.550 -2.224 0.37
C -0.411987 1.769662 -2.204336 -0.300 0.067 0.176 0.30
N -1.186803 1.455305 -1.126678 0.211 -0.140 -0.147 -0.25
C -2.357839 2.033739 -1.014684 0.051 -0.004 0.220 -0.47
C -2.833519 2.980532 -1.937086 -0.057 0.079 -0.011 -1.30
C -2.049952 3.329485 -3.000145 0.099 0.026 0.050 -1.00
C -0.789068 2.710260 -3.170535 -0.133 0.254 0.184 0.84
H -4.983304 -2.610718 -5.866537 -0.058 -0.043 -0.011 0.34
H -3.579336 -2.110374 -4.899964 -0.187 -0.104 -0.904 0.48
H -3.447874 -2.225458 -6.671726 0.026 -0.008 -0.022 0.37
H -5.259954 1.756952 -6.349862 0.064 0.005 0.017 0.47
H -3.732461 3.728338 -6.352152 0.017 -0.046 -0.012 0.49
H -0.428072 1.155851 -5.528492 -0.192 -0.121 -0.063 0.59
H -1.898969 -0.791311 -5.607032 0.015 0.017 -0.010 0.51
H 2.031878 2.618251 -5.036157 0.009 -0.011 0.052 0.43
H 2.626855 0.854718 -3.359971 -0.019 0.020 -0.040 0.50
H -2.953039 1.767946 -0.145624 0.006 -0.011 -0.033 0.65
H -3.803206 3.436348 -1.786837 0.043 -0.026 0.017 0.45
H -2.385723 4.078886 -3.704142 0.005 0.005 0.042 0.65
```
Positions in Å, forces in eV/Å.


| no. | DFT total energy (eV) |
| --- | --- |
| 1 | -87228.9266 |
| 2 | -101838.4417 |